Formula: C20H64F6N4O10P
Source: OMol25
Level of theory: the ωB97M-V functional and the def2-TZVPD basis

XYZ file:
```
105
Properties=species:S:1:pos:R:3:forces:R:3:mulliken_charge:R:1
P -7.2413 6.2455 30.2808 2.308 0.092 2.031 1.61
F -7.5273 6.6596 31.8632 0.121 -0.483 -2.030 -0.55
F -6.3405 7.6333 30.0853 -1.627 -0.627 -0.408 -0.24
F -5.8172 5.5436 30.6522 -0.724 -0.328 1.286 -0.46
F -6.8324 5.7040 28.7829 -1.532 1.041 -0.857 -0.50
F -8.1025 4.8877 30.4201 0.132 -0.074 0.537 -0.23
F -8.6175 6.9680 29.7691 0.835 0.096 0.000 -0.39
C -4.2100 7.8080 26.6207 0.226 1.115 -0.516 -0.94
C -4.0557 6.4211 27.1453 0.209 0.300 0.574 -0.03
O -5.1591 5.6742 26.7769 -1.464 -1.248 -0.930 -0.56
H -3.4360 8.4779 26.9950 0.128 0.040 -0.147 0.36
H -5.1637 8.2790 26.8590 -0.130 -0.216 0.561 0.15
H -4.2214 7.8173 25.5308 0.405 -0.102 -0.131 0.34
H -4.0539 6.4149 28.2352 0.685 0.176 0.207 0.07
H -3.1780 5.9132 26.7456 0.201 0.189 0.151 0.30
H -5.7911 5.7777 27.4920 -0.022 -0.223 -0.148 0.51
C -10.7917 1.2651 31.8375 -0.487 -0.622 -0.041 -1.48
C -10.2358 2.1474 30.7405 0.002 -0.045 0.604 0.60
O -11.2385 2.4030 29.7524 0.308 -0.151 0.173 -0.60
H -11.7356 1.6375 32.2355 0.219 0.560 0.212 0.31
H -10.0587 1.1156 32.6303 -0.034 0.265 0.076 0.38
H -11.0915 0.2626 31.5323 0.354 -0.098 -0.554 0.45
H -9.3261 1.7228 30.3159 -0.061 -0.339 -0.304 0.30
H -9.8936 3.0725 31.2043 -0.180 0.338 0.010 -0.27
H -10.8830 3.0970 29.1924 -0.097 0.140 -0.092 0.27
C -6.9043 5.3912 34.7583 0.025 1.057 0.338 -1.04
C -7.7694 4.5256 35.6408 0.550 -0.363 -1.672 0.34
C -9.1909 4.2475 35.0426 1.270 0.291 2.204 0.09
O -9.7656 3.3026 35.9807 -2.068 0.674 -1.783 -0.55
C -11.1290 3.0149 35.5134 1.005 -0.893 0.817 -0.30
N -7.0340 3.2568 35.8042 -1.329 0.067 0.649 -0.83
H -6.5194 4.8809 33.8754 -0.247 -0.096 -0.059 0.27
H -6.0459 5.7164 35.3461 0.153 -0.082 -0.052 0.38
H -7.4137 6.3112 34.4714 -0.122 -0.024 -0.231 -0.06
H -7.8613 4.9716 36.6311 -0.298 0.039 -0.026 0.40
H -9.1348 3.8489 34.0297 0.003 -0.184 -0.144 0.00
H -9.7775 5.1654 35.0796 -0.151 0.073 -0.239 0.18
H -11.0886 2.2712 34.7175 0.096 0.019 -0.224 0.10
H -11.7089 3.8651 35.1543 0.375 0.403 0.159 -0.03
H -11.6613 2.5452 36.3405 0.054 0.143 0.089 0.34
H -6.7322 2.8956 34.9105 0.247 0.239 -0.427 0.25
H -7.8722 2.7278 35.9984 0.472 -1.493 0.706 0.39
C -10.9982 4.0269 26.4933 0.850 -1.360 -1.996 -1.48
C -9.7543 4.7182 27.0237 -1.269 -1.207 3.281 0.30
C -9.3671 6.0174 26.2420 0.333 0.736 -2.301 -0.16
O -9.2436 5.6203 24.8652 -0.385 -0.008 1.960 -0.35
C -8.0525 4.8444 24.5935 0.175 0.820 -0.879 -0.52
N -10.2460 5.0271 28.3415 2.041 2.736 -1.697 -0.19
H -11.2197 3.1256 27.0649 -0.053 0.270 0.238 0.46
H -10.7412 3.6503 25.5033 -0.365 0.144 -0.384 0.38
H -11.8745 4.6714 26.4238 0.208 0.122 0.094 0.37
H -8.8235 4.2084 27.2726 -0.044 -0.789 -1.062 0.59
H -8.4690 6.5039 26.6225 0.373 -0.847 0.142 -0.12
H -10.1093 6.8016 26.3911 -0.508 -0.280 -0.661 0.58
H -7.2248 5.5271 24.7855 0.411 -0.604 0.518 0.27
H -8.0055 4.6126 23.5295 -0.519 0.347 -0.090 0.31
H -8.0212 3.8568 25.0538 -0.011 0.313 0.717 0.29
H -10.8383 5.8311 28.1905 -1.429 -0.114 0.802 0.33
H -9.4748 5.3894 28.8838 0.225 -0.397 1.411 -0.10
C -13.2937 6.4748 36.1501 1.482 -0.211 0.343 -1.35
C -13.5653 7.3922 34.9736 1.235 0.173 0.558 0.60
C -12.9774 6.8648 33.6927 0.811 -0.983 -2.050 -0.95
O -11.5478 6.7449 33.7445 1.055 -0.146 0.567 -0.20
C -10.8395 6.0294 32.7127 -0.781 -0.035 0.293 -0.51
N -14.9761 7.6997 34.8942 0.084 0.135 -0.571 -0.76
H -12.2149 6.3799 36.2739 0.226 -0.025 0.006 0.25
H -13.6281 5.4412 36.0610 -0.549 0.078 -0.200 0.30
H -13.6275 6.9161 37.0892 -0.350 -0.062 -0.064 0.43
H -12.9830 8.2934 35.1653 -0.270 0.404 0.119 0.24
H -13.1289 7.4446 32.7823 -0.820 0.653 0.275 0.37
H -13.4188 5.8967 33.4555 -0.098 -0.544 0.095 0.35
H -10.8094 6.4942 31.7272 -0.710 0.471 -0.141 0.54
H -11.2565 5.0265 32.6212 -0.093 -0.204 -0.141 0.40
H -9.7740 5.9223 32.9162 -0.196 0.234 0.785 -0.36
H -15.1782 8.1234 35.7885 -0.446 0.177 0.041 0.33
H -15.4294 6.7974 34.9141 -0.540 -0.101 -0.058 0.31
C -3.0406 10.7786 30.1415 -0.533 0.812 -0.383 -1.33
C -3.9078 11.4123 31.2564 0.559 -2.301 -0.738 0.29
C -5.4086 11.2657 30.9750 0.277 1.097 0.665 0.05
O -6.0438 11.7324 32.1843 -1.101 -0.466 -0.981 -0.37
C -7.4334 11.4321 32.1541 -0.032 -0.790 0.596 -0.52
N -3.5396 10.5827 32.4307 -0.483 0.821 0.299 -0.88
H -3.1385 11.3124 29.1962 -0.090 0.063 -0.166 0.41
H -3.3428 9.7439 29.9795 0.148 -0.045 0.048 0.18
H -1.9885 10.8366 30.4204 -0.066 -0.177 0.137 0.40
H -3.6218 12.4623 31.3177 -0.204 0.037 0.563 0.30
H -5.7189 10.2569 30.7026 0.220 -0.499 0.452 -0.32
H -5.7642 11.8631 30.1354 0.116 0.468 -0.186 0.51
H -7.9486 11.8437 33.0220 0.241 0.674 -0.211 0.32
H -7.6351 10.3694 32.2891 0.482 -0.564 -0.039 0.00
H -7.9483 11.6451 31.2174 0.169 0.742 -0.148 0.34
H -4.3602 10.4573 33.0060 -0.244 0.820 0.707 0.33
H -3.4857 9.6184 32.1353 0.715 0.233 -0.461 0.38
O -4.8699 2.7017 32.5115 -0.184 -0.171 0.173 -0.63
H -3.9229 2.8386 32.4836 0.241 0.027 0.069 0.31
H -5.1956 3.1139 31.7113 -0.141 0.220 -0.235 0.32
O -7.9399 8.6568 27.6914 -0.407 0.191 -0.516 -0.68
H -7.8105 8.3665 28.5943 0.116 0.086 0.305 0.30
H -7.5014 7.9920 27.1604 0.491 0.094 -0.041 0.23
O -6.3870 8.8666 34.5693 0.181 0.259 0.070 -0.59
H -6.3256 8.1367 33.9531 0.102 -0.235 -0.210 0.28
H -7.3077 8.8833 34.8304 -0.239 0.026 0.086 0.32
O -3.9430 7.9880 31.8227 0.033 -0.681 0.015 -0.64
H -3.5196 7.1297 31.8074 0.139 -0.259 0.039 0.26
H -4.8142 7.8324 31.4581 -0.387 -0.038 -0.227 0.15
```
Forces are in eV/Å.

Output
2S+1: 2
⟨S²⟩: 0.757
E_LUMO (spin up / spin down) in eV: -0.31 / -6.33
HOMO energy (spin up / spin down) in eV: -8.1160 / -8.1159


Formula: C20H66O13
Source: OMol25
Level of theory: the ωB97M-V functional and the def2-TZVPD basis

XYZ file:
```
99
Properties=species:S:1:pos:R:3:forces:R:3:mulliken_charge:R:1
C 2.9734 -13.5013 -9.7520 -0.389 1.849 -0.705 -1.31
C 2.5298 -14.8174 -9.2916 0.335 -1.859 0.338 0.25
O 3.2675 -15.8791 -9.9076 0.947 0.010 -0.072 -0.45
H 2.8653 -13.3416 -10.8332 0.188 -0.381 0.135 0.29
H 4.0095 -13.3114 -9.4599 -0.107 0.034 -0.063 0.33
H 2.3224 -12.7261 -9.3226 0.305 -0.069 0.198 0.38
H 1.5087 -15.1112 -9.4652 -0.614 0.613 -0.108 0.07
H 2.7359 -14.9278 -8.2364 -0.304 0.253 0.663 0.24
H 4.1800 -15.7870 -9.5528 -0.213 -0.411 -0.372 0.20
C 5.6063 -22.6532 -12.6379 1.083 1.410 -1.397 -1.41
C 5.5816 -22.6130 -11.1631 -0.636 -0.261 1.204 0.46
O 6.8536 -22.5340 -10.5395 1.529 0.085 -1.421 -0.55
H 6.2792 -23.4160 -13.0418 -0.476 -0.326 0.094 0.41
H 5.9980 -21.7178 -13.0667 0.247 0.065 0.353 0.33
H 4.6275 -22.6480 -13.0784 -0.624 -0.745 -0.089 0.41
H 5.1349 -23.5406 -10.8150 -0.313 -0.215 0.186 0.34
H 4.9365 -21.7933 -10.7777 0.475 -0.247 -0.260 -0.33
H 7.5590 -22.6719 -11.2395 -1.300 0.256 1.323 0.32
C -2.9367 -15.1195 -8.5993 0.326 -1.176 0.490 -1.25
C -1.9412 -16.2922 -8.6539 -1.350 -0.528 -2.753 -0.11
O -0.8758 -16.0812 -9.6421 0.112 -1.044 1.169 -0.54
H -3.5916 -15.3799 -7.7438 0.122 0.491 -0.438 0.39
H -3.5418 -15.0201 -9.4997 0.086 -0.201 -0.032 0.25
H -2.4291 -14.1972 -8.4324 0.301 0.796 0.309 0.33
H -2.6431 -17.1758 -8.9200 1.546 0.813 0.219 0.06
H -1.4879 -16.4913 -7.7282 0.427 -0.160 1.422 0.58
H -0.0950 -16.6892 -9.4220 -1.470 0.854 -0.334 0.25
C 0.7605 -16.6188 -14.9086 0.388 0.595 0.593 -0.20
C 0.4665 -17.9526 -15.4610 1.342 -1.128 -1.868 -0.29
O -0.9081 -18.1968 -15.6453 0.514 -0.579 1.467 -0.53
H 0.2714 -16.6550 -13.9407 0.034 0.846 0.359 -0.38
H 0.3075 -15.8586 -15.5775 0.425 -0.143 0.617 0.33
H 1.8657 -16.4725 -14.7661 -1.072 0.046 -0.202 0.35
H 0.9061 -18.7637 -14.8919 -0.334 -0.087 0.651 0.14
H 1.0693 -18.0518 -16.3850 -0.706 -0.051 -0.298 0.37
H -1.2239 -17.8368 -16.4605 -0.355 0.429 -0.983 0.32
C -3.2431 -21.9332 -9.0598 0.771 -0.677 0.869 -1.22
C -1.7914 -21.5694 -9.2750 0.109 0.913 -1.383 -0.26
O -1.5767 -20.1730 -9.2380 -0.111 1.322 -0.245 -0.31
H -3.4056 -22.1296 -7.9825 -0.237 0.007 -0.632 0.32
H -3.3722 -22.8230 -9.6569 -0.697 -0.488 0.125 0.36
H -3.9176 -21.1608 -9.3930 -0.131 0.255 -0.218 0.33
H -1.4176 -21.9117 -10.2524 -0.294 -0.276 0.001 0.34
H -1.1059 -21.9988 -8.5653 0.024 -0.179 0.578 0.25
H -2.0845 -19.7034 -9.9468 0.491 -0.861 0.856 0.21
C -2.2784 -15.4596 -12.6077 -1.084 -1.324 -0.044 -0.93
C -3.3199 -16.1578 -13.5154 0.405 0.319 -0.037 -0.23
O -2.9679 -17.5407 -13.5859 -0.638 -0.106 -0.333 -0.52
H -2.1295 -16.0124 -11.6703 -0.317 0.234 -0.190 0.10
H -2.5785 -14.4620 -12.4126 -0.162 1.096 0.327 0.49
H -1.3228 -15.4633 -13.0843 0.633 0.176 -0.530 0.15
H -3.3405 -15.6183 -14.5442 -0.146 -1.107 1.462 0.17
H -4.3443 -16.2209 -13.0742 0.777 0.638 -0.377 0.33
H -2.1795 -17.6976 -14.1022 0.643 0.104 -0.592 0.24
C 7.4958 -18.1088 -11.6019 -0.653 0.922 -1.891 -1.34
C 6.5271 -18.9827 -10.7907 1.168 -0.042 1.164 0.67
O 6.5503 -18.4715 -9.4287 0.413 0.756 -0.866 -0.62
H 8.4975 -17.8375 -11.2315 -0.625 -0.587 0.522 0.31
H 7.0300 -17.1639 -11.9311 -0.102 0.081 0.944 0.31
H 7.6541 -18.4575 -12.6407 0.061 -0.842 0.568 0.37
H 6.8948 -20.0141 -10.7425 -0.075 0.080 -0.143 0.09
H 5.5009 -19.0086 -11.1712 0.171 0.316 -0.196 -0.10
H 6.0224 -18.9482 -8.7924 -0.510 -0.637 0.182 0.29
C 3.8934 -19.8900 -4.9907 -1.241 1.559 -0.658 -0.89
C 4.2885 -18.6085 -5.7952 0.917 -1.788 0.601 -0.38
O 4.8320 -19.1135 -7.0025 -0.592 -0.032 -1.100 -0.44
H 2.9952 -20.3331 -5.5028 0.750 0.347 0.530 0.12
H 3.6135 -19.6136 -3.9731 0.116 -0.411 0.116 0.40
H 4.7001 -20.5943 -5.0759 0.383 -0.246 0.365 0.26
H 5.0028 -17.9308 -5.3022 0.108 -0.625 -0.062 0.35
H 3.4595 -18.0078 -6.0313 -1.468 0.815 -0.105 0.26
H 4.0505 -19.5566 -7.4326 0.997 0.280 0.020 0.27
C 2.9140 -22.5404 -8.1535 -1.040 -1.042 -0.514 -1.10
C 1.9972 -21.4632 -8.6503 -1.293 0.270 -1.903 0.01
O 2.6608 -20.2118 -8.6275 2.058 -1.339 0.573 -0.19
H 3.8170 -22.5745 -8.8068 -0.348 0.195 1.093 0.06
H 2.3879 -23.5484 -8.2969 0.679 1.344 0.400 0.37
H 2.9992 -22.3113 -7.0996 1.081 -0.540 0.290 0.31
H 1.0413 -21.3452 -8.1212 0.276 -0.430 0.215 0.20
H 1.7203 -21.7968 -9.6918 0.087 0.833 0.470 0.23
H 2.1865 -19.4192 -8.8136 -1.444 0.954 -0.576 0.19
C 1.8796 -18.8078 -11.9550 1.575 -2.246 -1.737 -0.93
C 0.9013 -18.5792 -10.9097 -0.184 1.500 1.191 0.69
O 1.4154 -17.8736 -9.7373 -0.592 -1.274 0.343 -0.73
H 2.6467 -19.5792 -11.6819 -0.337 0.859 -0.006 -0.08
H 2.3263 -17.8852 -12.2290 0.818 0.814 -0.350 0.51
H 1.4258 -19.2311 -12.8931 0.030 0.451 0.946 0.12
H 0.5295 -19.5218 -10.5538 -0.844 -0.068 0.255 0.15
H 0.1975 -17.8645 -11.3179 -1.054 -0.484 -0.038 -0.05
H 2.1361 -17.2607 -9.9210 0.677 0.381 -0.446 0.25
O 6.0711 -15.7862 -8.7409 -0.223 -1.405 0.835 -0.67
H 6.0062 -15.8831 -7.7736 -0.050 0.687 -0.276 0.33
H 6.2241 -16.7572 -8.9184 0.094 0.694 -0.744 0.45
O -2.7076 -17.6083 -17.4285 0.475 0.110 -0.381 -0.64
H -3.4149 -17.7666 -16.8137 -0.544 -0.117 0.410 0.29
H -3.0978 -17.2830 -18.2368 -0.187 0.103 -0.225 0.29
O -4.0352 -19.7987 -12.4043 -0.809 0.470 0.331 -0.61
H -3.6292 -19.0575 -12.8734 0.031 0.376 -0.089 0.48
H -3.3961 -20.4875 -12.4254 0.746 -0.924 -0.088 0.28
```
Forces are in eV/Å.

Output
E_LUMO in eV: 0.34
HOMO energy in eV: -9.7169
Energy relative to the best compared isomer or geometry (same formula, charge and spin) in eV: 1.654


For reference, strongest force on any atom by record: 3.81, 3.25 eV/Å.